No. 1
DFT (ωB97M-V/def2-TZVPD) results for a cluster of 2 separate species, C12H27P in total.

The geometry in ORCA input format:
```
! RIJCOSX wB97M-V def2-TZVPD def2/J DEFGRID3
* xyz 0 1
C -2.5560 0.5349 -0.0739
C -3.1648 -0.3409 0.9729
C -2.9773 0.1323 -1.4486
C 2.2443 0.1097 -1.8032
C 0.5340 1.9583 -1.7614
C 0.2201 -2.7303 -0.7306
C 0.4751 -2.2875 1.7138
C -0.0951 2.2631 1.5236
C 2.1383 1.0894 1.5729
C 0.7774 0.4623 -1.5782
C 0.7825 -1.7657 0.3122
C 0.6269 0.9187 1.4534
P -0.0374 -0.0984 0.0236
H -4.0753 0.1802 1.2777
H -3.4510 -1.3480 0.6440
H -2.5299 -0.4099 1.8565
H -3.2214 -0.9282 -1.5818
H -2.2522 0.4401 -2.1974
H -3.8874 0.7067 -1.6413
H 2.8788 0.5125 -1.0202
H 2.3972 -0.9646 -1.8592
H 2.5676 0.5415 -2.7506
H -0.4793 2.2121 -1.4566
H 0.6679 2.2400 -2.8057
H 1.2365 2.5358 -1.1658
H 0.6795 -3.7115 -0.6302
H -0.8548 -2.8361 -0.5919
H 0.3933 -2.3726 -1.7428
H 1.0154 -1.7328 2.4769
H 0.7676 -3.3343 1.7901
H -0.5916 -2.2179 1.9201
H -0.0362 2.6655 2.5341
H 0.3507 2.9890 0.8501
H -1.1406 2.1267 1.2511
H 2.6559 0.1328 1.5391
H 2.3685 1.5624 2.5281
H 2.5282 1.7297 0.7870
H 0.1844 -0.0614 -2.3413
H 1.8669 -1.6843 0.1912
H 0.2798 0.3331 2.3142
*
```

Output
Orbital gap (eV): 7.8
Strongest force on any atom (Eh/bohr): 0.014
Relative energy (zero: lowest compared OMol25 entry of this formula, charge and spin) (kcal/mol): 39.75
E_HOMO (hartree): -0.252
Energy (Ha): -814.64700

=====

No. 2
DFT (ωB97M-V/def2-TZVPD) results for a cluster of 2 separate species, C12H28IN3O5P in total in a non-equilibrium geometry.

The geometry in ORCA input format:
```
! RIJCOSX wB97M-V def2-TZVPD def2/J DEFGRID3
* xyz 1 1
C -1.4179 2.0660 -0.1683
C -2.0794 3.2590 0.5491
C -2.7431 2.7861 1.8346
O -1.7766 2.0424 2.6177
C -1.7987 2.3717 3.9681
C -3.1158 1.9932 4.6677
N -2.9189 0.5602 5.0157
C -1.6281 0.2866 4.6516
N -1.1903 -0.8780 4.2760
I -2.4108 -2.5147 4.2765
N -0.8892 1.4481 4.6967
H -0.4482 1.8784 0.2863
H -1.3187 2.2907 -1.2255
H -2.0343 1.1802 -0.0084
H -2.8535 3.6897 -0.0837
H -1.3301 3.9986 0.8312
H -3.1285 3.6294 2.4094
H -3.5378 2.0836 1.5751
H -1.4027 3.3698 4.1550
H -4.0209 2.0632 4.0724
H -3.2611 2.6650 5.5142
H -3.1838 0.3168 5.9616
H -0.2224 -0.9527 3.9931
H -0.0510 1.2909 4.1332
O 2.8120 -0.3683 -4.2140
P 2.0619 -0.8766 -3.0632
O 2.6032 -2.3326 -2.6444
C 4.0197 -2.5519 -2.5616
C 4.6000 -2.0675 -1.2465
O 0.6042 -1.2798 -3.6488
C 0.1398 -0.7761 -4.9075
C 0.2691 -1.8302 -5.9847
O 1.5302 -0.3054 -1.6802
C 0.6321 -1.0742 -0.8683
C 1.3384 -1.6371 0.3477
H 4.5229 -2.0694 -3.4006
H 4.1711 -3.6251 -2.6678
H 4.3608 -1.0157 -1.0739
H 5.6836 -2.1833 -1.2460
H 4.1962 -2.6366 -0.4084
H 0.6736 0.1319 -5.1830
H -0.9094 -0.5095 -4.7681
H 1.2871 -2.2166 -6.0291
H 0.0064 -1.4214 -6.9607
H -0.3877 -2.6749 -5.7719
H 0.1495 -1.8664 -1.4347
H -0.1470 -0.3800 -0.5548
H 1.9324 -2.5114 0.0881
H 0.6011 -1.9460 1.0937
H 2.0107 -0.8998 0.7893
*
```

Output
Orbital gap (eV): 7.4
Strongest force on any atom (Eh/bohr): 0.094
Relative energy (zero: lowest compared OMol25 entry of this formula, charge and spin) (kcal/mol): 0.00
E_HOMO (hartree): -0.442
Energy (Ha): -1653.35822

=====

No. 3
DFT (ωB97M-V/def2-TZVPD) results for a structure of composition C12H29AlB3BeClF3MgN3O17S3 in a non-equilibrium geometry.

The geometry in ORCA input format:
```
! RIJCOSX wB97M-V def2-TZVPD def2/J DEFGRID3
* xyz 2 1
O -6.3934 0.6170 -2.4075
N -5.8447 0.9907 -3.4406
O -5.3235 2.2253 -3.3085
B -3.9550 2.0111 -2.7174
O -2.8353 2.0589 -3.6800
B -1.5739 1.6445 -3.0360
O -1.3485 1.9317 -1.6018
B -2.5153 1.3771 -0.8335
C -2.3944 0.3652 0.4537
C -2.8272 -1.2771 -0.0896
C -1.7710 -1.9197 -1.3084
O -3.3069 -1.3938 -1.5727
O -3.8547 1.8293 -1.2555
H -0.7193 1.0295 -3.5905
H -3.2519 0.6341 1.2033
H -1.3287 0.2797 0.9279
H -3.2702 -2.0743 0.7720
H -2.0263 -2.9388 -1.8224
H -1.3110 -1.2042 -2.1090
Be -2.6514 -1.1881 2.4313
C -2.2783 0.4819 6.7553
C -0.8712 0.9461 6.3190
C -0.2966 1.9316 7.3701
C 0.1045 1.3040 8.7007
C 0.5161 -0.1589 8.5904
C 0.9927 -0.5973 7.1820
N -0.0799 -0.2946 6.2177
O 0.2318 -0.6686 4.9189
C 1.1891 -2.1363 7.2487
C 2.3627 0.0477 6.8720
C -1.0423 1.7743 5.0128
H -2.7235 -0.1856 6.0104
H -2.9589 1.3331 6.8796
H -2.2564 -0.0592 7.7057
H 0.5837 2.4347 6.9512
H -1.0172 2.7390 7.5687
H 0.9270 1.8892 9.1308
H -0.7240 1.3856 9.4141
H 1.2874 -0.3698 9.3428
H -0.3448 -0.7737 8.8836
H 0.2347 -2.6485 7.4218
H 1.8623 -2.4117 8.0701
H 1.6249 -2.5382 6.3263
H 3.1015 -0.2348 7.6335
H 2.3275 1.1410 6.8516
H 2.7611 -0.2852 5.9076
H -1.6907 2.6435 5.1846
H -1.5097 1.1924 4.2111
H -0.0803 2.1541 4.6489
F 0.6903 -2.4114 -1.3187
Al -0.4633 2.7599 -5.2303
N 0.0329 0.5942 -10.3577
S 0.6738 0.9629 -8.9719
O 1.1576 2.3284 -8.7966
O 1.4225 -0.0751 -8.2736
F -0.6514 1.0122 -8.0720
S 1.1139 0.5445 -11.4983
O 0.5479 0.5316 -12.8466
O 2.2606 -0.3391 -11.3244
F 1.7828 1.9921 -11.4603
O -0.5677 -2.0828 -12.4328
H -1.2657 -2.5665 -12.8994
H -0.1903 -1.5036 -13.1119
Cl 3.4345 -1.4714 -9.8469
O 4.3151 -1.2874 -3.3864
S 3.4610 -2.4761 -3.5619
O 2.0564 -2.0543 -3.7127
O 3.5873 -3.3508 -2.3820
O 3.8850 -3.2122 -4.7670
O 6.2362 -0.4452 -5.3545
H 5.9735 0.5055 -5.2579
H 5.5413 -1.0516 -4.9918
H 7.1204 -0.6202 -4.9428
Mg 4.1146 -1.3177 8.4532
*
```

Output
Orbital gap (eV): 1.0
Strongest force on any atom (Eh/bohr): 0.155
E_HOMO (hartree): -0.399
Energy (Ha): -4402.72274

=====

No. 4
DFT (ωB97M-V/def2-TZVPD) results for a structure of composition C12H29AsO3Sr.

The geometry in ORCA input format:
```
! RIJCOSX wB97M-V def2-TZVPD def2/J DEFGRID3
* xyz 2 1
Sr 0.2363 0.9174 1.4621
C 3.5649 0.4631 0.3163
O 2.5231 -0.1078 1.1313
C 3.0518 -0.8870 2.2189
C 1.9189 -1.6565 2.8392
O 0.9079 -0.7056 3.2087
C -0.2191 -1.2658 3.8948
C -1.1657 -0.1561 4.2561
O -1.6632 0.5127 3.0733
C -3.0908 0.7209 3.1100
H 4.1965 -0.3279 -0.0871
H 4.1732 1.1546 0.9010
H 3.0841 0.9902 -0.5061
H 3.5285 -0.2270 2.9484
H 3.7980 -1.5889 1.8400
H 2.2522 -2.1926 3.7296
H 1.4969 -2.3704 2.1243
H 0.1256 -1.7555 4.8090
H -0.7103 -2.0079 3.2561
H -0.6830 0.5776 4.9056
H -2.0055 -0.5917 4.7986
H -3.3630 1.2856 4.0007
H -3.6074 -0.2384 3.1003
H -3.3625 1.2922 2.2256
C -2.9164 -0.2982 -1.4105
C -2.1636 0.7465 -2.2261
As -0.2738 0.7979 -1.7406
C 0.4367 -0.8833 -2.4761
C -0.2432 -1.4141 -3.7345
C 0.4733 2.2308 -2.8502
C 0.4537 2.0095 -4.3578
H -3.9741 -0.3074 -1.6706
H -2.8500 -0.0900 -0.3366
H -2.5289 -1.3039 -1.5820
H -2.5708 1.7452 -2.0613
H -2.2376 0.5432 -3.2943
H 0.3721 -1.6283 -1.6802
H 1.5020 -0.7060 -2.6446
H -1.3035 -1.6063 -3.5706
H 0.2148 -2.3610 -4.0209
H -0.1508 -0.7353 -4.5777
H 1.4949 2.3925 -2.4987
H -0.0862 3.1302 -2.5829
H 1.1014 1.1860 -4.6540
H 0.8144 2.9074 -4.8593
H -0.5519 1.8093 -4.7272
*
```

Output
Orbital gap (eV): 8.5
Strongest force on any atom (Eh/bohr): 0.009
Relative energy (zero: lowest compared OMol25 entry of this formula, charge and spin) (kcal/mol): 1.49
E_HOMO (hartree): -0.552
Energy (Ha): -2966.31616